Entry from the OMol25 dataset: C3H6O in the gas phase (ωB97M-V with the def2-TZVPD basis set).

Calculated values
LUMO level (eV): 0.92
2S+1: 1
HOMO energy (eV): -8.8097
Kohn-Sham gap (eV): 9.726

```
10
Properties=species:S:1:pos:R:3:forces:R:3:lowdin_charge:R:1
C 1.2047 0.3180 0.7024 1.06 1.82 0.27 0.0561
C 0.2444 -0.2018 -0.0225 2.00 -0.90 1.79 -0.5165
O 0.5070 -1.4818 -0.3820 -0.64 -1.12 -1.53 0.0237
C -1.0737 0.2947 -0.2292 -3.55 1.31 -0.42 -0.0624
H 1.3882 1.3085 1.0314 -1.47 1.25 0.39 0.0522
H 2.1582 -0.0809 0.8768 0.92 -1.81 -0.33 0.0482
H 0.0585 -1.6076 -1.2320 0.09 -0.48 0.25 0.1085
H -1.1965 0.8667 -1.1638 -0.07 -0.64 -0.10 0.0943
H -1.9120 -0.4503 -0.0859 1.17 0.32 -0.65 0.1128
H -1.3789 1.0344 0.5049 0.50 0.25 0.34 0.0830
```
Forces are in eV/Å.

Entry from the OMol25 dataset: a molecular structure, C27H37Cl2N3O2S (ωB97M-V with the def2-TZVPD basis set).

Calculated values
LUMO level (eV): -1.00
2S+1: 1
HOMO energy (eV): -9.2269
Kohn-Sham gap (eV): 8.227

```
72
Properties=species:S:1:pos:R:3:forces:R:3:lowdin_charge:R:1
C 1.1842 3.4862 3.8505 0.09 -0.07 -0.11 -0.1110
C 0.9099 2.2516 4.7177 0.02 0.62 -0.14 -0.2658
C -0.4975 1.6981 4.5079 0.24 -0.27 0.17 -0.2153
C -0.6350 0.1959 4.8535 0.32 0.59 -0.65 -0.1926
C -0.9718 -0.6170 3.6003 -0.31 -0.14 0.20 -0.2219
C -1.6254 -1.9831 3.8534 0.35 -0.18 -0.55 -0.1817
C -0.8063 -3.1803 3.3244 -0.37 0.07 0.53 -0.2000
C -1.2791 -3.7776 1.9970 0.55 0.24 -0.15 -0.1875
C -0.7958 -3.1291 0.6754 0.31 -0.04 0.56 -0.1380
C 0.6996 -2.8448 0.5940 -0.09 0.03 0.06 -0.1453
C 1.5394 -3.7237 1.2068 -0.12 -0.22 0.12 0.0284
C 2.9373 -3.5141 1.2423 -0.57 0.04 -0.14 -0.3546
N 3.8604 -4.2640 1.8404 0.45 -0.10 0.11 -0.2156
S 5.2656 -3.5104 1.5908 -0.37 -0.21 0.06 1.0292
N 4.7766 -2.2508 0.7465 0.20 0.25 -0.11 -0.2204
C 3.4499 -2.3626 0.6121 0.25 0.12 0.03 -0.3014
C 2.5925 -1.4499 -0.0646 -0.21 0.39 -0.48 -0.0583
C 3.2468 -0.2745 -0.6949 -0.12 0.34 0.07 -0.1825
C 2.8850 1.0244 -0.3544 -0.07 -0.37 0.07 -0.0214
C 3.5156 2.0880 -0.9622 0.09 0.72 -0.09 -0.1349
N 4.4993 1.9985 -1.8607 -0.36 -0.66 0.40 0.0746
C 4.8512 0.7426 -2.1422 0.47 0.27 -0.46 -0.1402
C 4.2749 -0.3933 -1.6156 -0.19 -0.31 0.08 -0.0212
C 1.2336 -1.6915 -0.1144 0.37 -0.40 0.60 -0.1351
C 0.3529 -0.8042 -0.9625 0.19 -0.46 -0.30 -0.6813
Cl -0.6783 0.2869 -0.0045 -0.08 0.02 0.28 0.6810
C -0.4316 -1.5841 -2.0264 -0.03 0.74 -0.21 -0.7157
C 0.5298 -2.3376 -2.9118 0.26 -0.14 0.36 -0.1021
Cl -1.3162 -0.3753 -3.0454 0.02 -0.13 0.01 0.6301
H 1.8233 4.2078 4.3505 0.05 0.11 0.09 0.0643
H 0.2622 3.9850 3.5625 -0.13 0.15 0.09 0.0681
H 1.6917 3.2143 2.9275 -0.01 -0.08 -0.16 0.0591
H 1.0389 2.5485 5.7563 0.04 -0.23 0.23 0.1023
H 1.6690 1.5055 4.4930 0.02 -0.24 0.06 0.0995
H -0.7636 1.8522 3.4638 -0.11 -0.01 -0.15 0.0939
H -1.1844 2.3005 5.0989 -0.18 0.06 -0.01 0.1104
H 0.3543 -0.1133 5.1829 -0.04 -0.33 0.45 0.1021
H -1.3470 0.0307 5.6554 -0.15 -0.08 0.08 0.1038
H -1.6245 -0.0436 2.9508 -0.15 0.26 -0.05 0.0833
H -0.0485 -0.7449 3.0388 0.13 -0.04 -0.21 0.0977
H -1.8224 -2.1193 4.9129 0.05 0.02 0.18 0.1013
H -2.5954 -2.0077 3.3594 -0.22 0.03 0.06 0.1029
H -0.8935 -3.9765 4.0622 0.06 -0.17 0.06 0.1062
H 0.2436 -2.8989 3.3160 0.17 -0.07 -0.13 0.0975
H -2.3653 -3.7419 2.0059 -0.19 -0.18 -0.15 0.1091
H -0.9904 -4.8256 1.9760 -0.07 -0.19 0.00 0.0990
H -1.3586 -2.2187 0.5135 -0.09 0.14 -0.16 0.0758
H -1.0155 -3.8512 -0.1093 -0.31 0.11 -0.27 0.1212
H 1.1406 -4.5891 1.7089 -0.04 -0.12 0.12 0.1237
H 2.1199 1.2063 0.3819 -0.17 0.05 0.10 0.1003
H 3.1974 3.0883 -0.6984 0.04 0.13 -0.02 0.1073
H 5.6647 0.6213 -2.8453 0.06 0.08 -0.12 0.1051
H 4.6251 -1.3639 -1.9260 0.10 -0.13 -0.04 0.1145
H 1.0101 -0.1675 -1.5341 0.06 0.39 -0.05 0.0787
H -1.2010 -2.2098 -1.6065 -0.14 -0.15 0.05 0.0736
H 0.9675 -3.1461 -2.3291 -0.01 -0.27 -0.10 0.0875
H 1.3546 -1.6922 -3.2025 0.04 0.17 -0.17 0.0872
H 0.0495 -2.7200 -3.8021 -0.12 -0.14 -0.08 0.0770
O -5.0209 5.9166 -4.8000 0.00 0.06 0.07 0.1088
C -4.6538 4.8019 -5.0430 0.08 -0.01 -0.25 -0.5310
O -3.9651 4.1228 -4.1051 -0.09 0.03 0.25 0.0001
C -3.6628 2.7296 -4.2142 0.14 -0.18 -0.05 -0.2371
C -2.3792 2.4854 -4.9790 0.02 0.15 -0.12 -0.0753
C -4.8736 4.1682 -6.3986 -0.33 -0.18 0.09 0.0096
H -4.5059 2.1829 -4.6391 0.00 0.03 -0.04 0.1123
H -3.5507 2.3822 -3.1882 -0.02 0.09 0.04 0.1193
H -2.4525 2.8293 -6.0113 -0.05 -0.05 -0.01 0.0688
H -2.1388 1.4230 -4.9886 0.00 -0.01 -0.01 0.0331
H -1.5554 3.0264 -4.5136 0.00 -0.05 0.06 0.0872
H -4.0374 4.4263 -7.0467 0.03 -0.02 0.00 0.0937
H -5.7851 4.5837 -6.8201 0.08 0.14 -0.01 0.0890
H -4.9883 3.0871 -6.3698 0.16 0.01 -0.03 0.0691
```
Forces are in eV/Å.